{
  "formula": "C45H54BaN7O4S3",
  "method": "ωB97M-V/def2-TZVPD",
  "total_charge": -1,
  "lumo_ev": 1.85,
  "e_above_lowest_kcal_mol": 18.4,
  "homo_energy_ev": -4.777,
  "homo_lumo_gap_ev": 6.6257,
  "symbols": ["Ba", "N", "C", "C", "O", "O", "H", "H", "H", "H", "S", "C", "N", "N", "C", "C", "C", "C", "C", "C", "N", "N", "C", "C", "C", "C", "C", "C", "H", "H", "H", "H", "H", "H", "H", "H", "H", "H", "H", "O", "S", "C", "C", "C", "C", "S", "O", "C", "C", "C", "C", "C", "C", "C", "C", "C", "C", "C", "C", "H", "H", "H", "H", "H", "H", "H", "H", "H", "H", "H", "H", "H", "H", "H", "H", "H", "H", "C", "N", "C", "C", "C", "N", "C", "C", "H", "H", "H", "H", "H", "H", "H", "H", "H", "H", "H", "H", "H", "H", "H", "H", "C", "C", "C", "C", "C", "C", "C", "C", "H", "H", "H", "H", "H"],
  "xyz": [[0.3549, -0.7519, -0.2209], [2.5204, 2.0465, 0.8918], [3.8060, 1.3297, 0.9117], [3.6256, -0.0569, 0.2691], [4.4263, -0.4107, -0.5981], [2.5997, -0.6934, 0.6763], [2.5670, 2.8817, 1.4655], [1.8062, 1.4660, 1.3336], [4.2086, 1.2011, 1.9239], [4.5405, 1.8729, 0.3160], [0.0318, -3.9697, -0.2864], [-0.0398, -4.6434, 1.2854], [-0.7114, -5.6904, 1.6098], [-0.5681, -6.0298, 3.0025], [0.4190, -6.9662, 3.3264], [0.2965, -7.6933, 4.5144], [1.2844, -8.5799, 4.9026], [2.4161, -8.7620, 4.1160], [2.5356, -8.0431, 2.9354], [1.5520, -7.1509, 2.5347], [0.8102, -4.0163, 2.2746], [0.4695, -2.8702, 2.5765], [1.3032, -2.2468, 3.5612], [1.0831, -0.8955, 3.7759], [1.8603, -0.2087, 4.6974], [2.8411, -0.8786, 5.4124], [3.0439, -2.2407, 5.2065], [2.2778, -2.9298, 4.2843], [-1.4755, -6.3297, 3.3279], [-0.5804, -7.5467, 5.1357], [1.1709, -9.1329, 5.8273], [3.1907, -9.4539, 4.4205], [3.4105, -8.1736, 2.3102], [1.6548, -6.5989, 1.6116], [0.3185, -0.3769, 3.2093], [1.6939, 0.8508, 4.8491], [3.4487, -0.3457, 6.1337], [3.8054, -2.7643, 5.7711], [2.4186, -3.9878, 4.1085], [1.4276, 0.3454, -2.6144], [2.7993, 0.8476, -2.9636], [2.8674, 2.5938, -2.4998], [1.8233, 3.5137, -3.1135], [0.3857, 3.2707, -2.6568], [0.1646, 3.5009, -1.1696], [-1.5102, 2.9981, -0.6522], [-1.7137, 1.6525, -1.2715], [-2.4148, 4.1545, -1.6945], [-2.4685, 5.4918, -1.3262], [-3.1926, 6.3843, -2.1011], [-3.8735, 5.9335, -3.2258], [-3.8316, 4.5904, -3.5728], [-3.1009, 3.6943, -2.8044], [2.7998, 1.0299, -4.7485], [3.9540, 1.4647, -5.3886], [3.9653, 1.5753, -6.7691], [2.8346, 1.2361, -7.5041], [1.6952, 0.7839, -6.8567], [1.6749, 0.6790, -5.4715], [3.8836, 2.8978, -2.7668], [2.8227, 2.5564, -1.4030], [1.8639, 3.4183, -4.2026], [2.1167, 4.5444, -2.8867], [0.0856, 2.2523, -2.9038], [-0.2671, 3.9456, -3.2171], [0.2807, 4.5525, -0.8895], [0.8158, 2.9032, -0.5224], [-1.9541, 5.8291, -0.4329], [-3.2368, 7.4294, -1.8224], [-4.4455, 6.6298, -3.8255], [-4.3701, 4.2393, -4.4439], [-3.0480, 2.6398, -3.0454], [4.8395, 1.7037, -4.8108], [4.8591, 1.9160, -7.2754], [2.8486, 1.3159, -8.5834], [0.8179, 0.5095, -7.4281], [0.8010, 0.3248, -4.9416], [-1.9065, -0.6314, -3.3400], [-1.5480, -1.7679, -2.5014], [-0.8169, -2.7336, -3.3190], [-2.7484, -2.4107, -1.9508], [-3.5656, -1.5087, -1.0422], [-2.8845, -1.0952, 0.1777], [-3.5553, 0.0730, 0.7334], [-2.8898, -2.1673, 1.1693], [-2.5454, -0.9469, -4.1831], [-0.9918, -0.1871, -3.7370], [-2.4065, 0.1396, -2.7648], [-1.3941, -3.0070, -4.2182], [-0.6168, -3.6369, -2.7456], [0.1322, -2.2983, -3.6397], [-2.4273, -3.3048, -1.4161], [-3.4033, -2.7351, -2.7810], [-4.5075, -2.0315, -0.7950], [-3.8500, -0.6074, -1.5863], [-4.6093, -0.1523, 0.9762], [-3.5228, 0.8907, 0.0129], [-3.0390, 0.3952, 1.6330], [-3.9206, -2.4066, 1.4852], [-2.3206, -1.8531, 2.0454], [-2.4262, -3.0674, 0.7720], [-0.5263, 1.1649, 1.6729], [-0.9031, 2.0513, 2.4339], [-1.3364, 3.0987, 3.3078], [-1.9128, 2.8114, 4.5512], [-2.3373, 3.8288, 5.3900], [-2.2001, 5.1583, 5.0124], [-1.6294, 5.4589, 3.7829], [-1.2031, 4.4437, 2.9420], [-2.0210, 1.7753, 4.8451], [-2.7800, 3.5816, 6.3473], [-2.5325, 5.9514, 5.6701], [-1.5148, 6.4924, 3.4779], [-0.7551, 4.6763, 1.9840]],
  "atomic_forces_ev_per_a": [[-1.216, -0.316, -0.432], [0.101, -0.108, 0.081], [-0.088, 0.066, -0.042], [0.106, 0.190, -0.039], [0.027, -0.026, 0.096], [0.523, 0.057, 0.143], [0.029, 0.017, -0.003], [0.045, 0.053, 0.022], [-0.004, -0.066, 0.005], [0.021, 0.040, 0.042], [0.046, -0.228, -0.099], [-0.010, 0.269, 0.085], [0.074, 0.028, 0.074], [0.029, -0.093, -0.069], [-0.142, 0.175, -0.068], [0.017, -0.058, 0.051], [-0.015, 0.027, -0.023], [0.040, -0.036, 0.010], [-0.021, 0.008, 0.017], [0.036, -0.020, -0.020], [-0.047, 0.057, 0.070], [0.027, -0.035, -0.129], [0.111, 0.005, 0.120], [-0.034, -0.044, -0.018], [0.020, 0.007, 0.025], [-0.002, -0.005, -0.012], [0.004, 0.021, 0.021], [-0.031, -0.052, -0.050], [0.017, 0.010, 0.014], [-0.002, 0.001, 0.002], [-0.003, 0.000, 0.006], [0.003, 0.000, 0.000], [0.003, -0.001, -0.002], [0.004, -0.001, 0.006], [0.020, -0.020, 0.008], [-0.007, 0.008, -0.006], [0.003, 0.005, 0.004], [0.001, -0.008, -0.003], [0.009, -0.007, 0.004], [-0.204, -0.119, 0.160], [0.303, -0.195, -0.067], [0.080, -0.029, 0.100], [0.032, -0.015, -0.034], [-0.087, 0.043, -0.006], [-0.150, -0.027, 0.047], [0.114, 0.101, -0.067], [0.088, 0.011, -0.084], [0.012, -0.047, 0.004], [-0.005, 0.014, -0.012], [0.004, -0.005, 0.005], [-0.003, -0.012, -0.014], [-0.010, 0.035, -0.003], [0.022, -0.043, 0.015], [-0.048, 0.138, 0.052], [0.017, -0.013, 0.032], [-0.011, -0.005, -0.012], [0.007, 0.002, 0.001], [0.002, 0.005, 0.004], [-0.036, -0.002, -0.003], [-0.010, 0.004, -0.030], [-0.064, -0.005, -0.079], [-0.008, 0.049, 0.007], [-0.013, -0.002, 0.035], [-0.001, 0.022, 0.029], [0.018, 0.001, -0.023], [-0.006, -0.003, 0.031], [0.019, 0.009, -0.088], [-0.008, 0.011, 0.007], [0.001, 0.003, 0.002], [0.000, 0.003, -0.002], [-0.001, -0.005, -0.002], [-0.002, -0.009, -0.012], [0.003, 0.000, -0.008], [0.005, 0.000, 0.004], [0.002, 0.001, -0.003], [-0.003, -0.002, 0.000], [-0.026, 0.002, 0.006], [0.176, 0.006, -0.014], [-0.122, -0.043, -0.076], [-0.009, 0.056, 0.052], [0.075, 0.058, -0.058], [0.002, -0.012, 0.008], [0.033, -0.037, 0.007], [-0.076, 0.004, -0.059], [-0.011, 0.049, -0.006], [-0.017, 0.016, -0.021], [-0.020, -0.006, -0.017], [-0.006, 0.019, 0.002], [-0.003, -0.021, -0.012], [0.011, 0.018, -0.013], [0.003, 0.001, -0.004], [0.029, -0.014, 0.015], [-0.009, -0.018, 0.017], [0.000, -0.011, -0.030], [-0.028, 0.019, 0.022], [-0.003, -0.017, 0.022], [0.002, -0.075, 0.078], [0.020, 0.032, 0.059], [-0.001, 0.000, 0.006], [0.013, -0.024, -0.004], [0.056, -0.033, -0.015], [0.092, 0.114, 0.066], [0.111, 0.088, 0.116], [-0.045, -0.036, -0.026], [-0.019, 0.007, 0.004], [-0.001, -0.003, 0.003], [-0.002, 0.009, 0.005], [-0.004, 0.012, 0.002], [0.007, -0.002, -0.006], [0.003, -0.004, 0.001], [0.000, 0.000, 0.004], [-0.001, 0.002, 0.001], [0.002, 0.001, 0.000], [0.016, 0.008, -0.011]]
}